No. 1
{"formula": "C4H17MoNO3P", "method": "wB97M-V/def2-TZVPD", "e_lumo_ev": [-3.42, -3.37], "spin_multiplicity": 3, "total_energy_ha": -852.1789, "gap_ev": [7.06, 6.12], "homo_ev": [-10.48, -9.49], "charge": 1, "s2": 2.393, "symbols": ["C", "Mo", "N", "H", "H", "H", "H", "H", "H", "H", "H", "C", "O", "P", "O", "C", "O", "C", "H", "H", "H", "H", "H", "H", "H", "H", "H"], "xyz": [[-1.03405, 1.44011, -2.43317], [0.07700, 0.41920, -1.00799], [0.94984, -1.58043, -1.27396], [-0.67246, 0.47911, 0.77128], [-0.08400, 2.01852, -0.69282], [-1.96828, 2.06486, -2.31997], [-1.28413, 0.31046, -2.42476], [-0.55170, 1.73529, -3.40180], [0.52502, -2.24348, -0.63094], [1.96703, -1.58135, -1.05388], [0.89074, -1.98830, -2.20130], [-2.26809, 0.23578, 3.86006], [-0.96628, 0.30601, 3.20477], [-0.48352, -0.53273, 1.95289], [1.02177, -0.95959, 2.16641], [1.95493, -0.29209, 3.07064], [-1.28940, -1.91433, 1.93320], [-0.78877, -3.21064, 2.41459], [-3.08448, -0.03654, 3.16552], [-2.48352, 1.23955, 4.25647], [-2.22241, -0.48039, 4.69882], [2.01910, 0.79880, 2.89382], [1.68159, -0.50628, 4.11890], [2.92042, -0.76509, 2.85025], [0.07399, -3.56196, 1.81446], [-0.52302, -3.15968, 3.48934], [-1.62712, -3.91571, 2.28477]], "forces_ev_per_angstrom": [[-0.08, 0.09, -0.09], [-1.95, 1.02, -0.13], [1.79, -1.13, 0.52], [0.45, 0.78, -1.06], [0.58, 1.30, 0.84], [0.98, -1.03, 0.10], [-0.67, 0.07, -0.76], [-0.16, -0.30, 0.91], [0.09, -0.15, -0.17], [-0.81, -0.13, -0.18], [-0.15, 0.04, -0.12], [-0.58, 0.10, 0.31], [0.33, -0.37, -0.29], [-1.03, -1.26, 0.45], [-0.11, 0.70, 0.28], [0.58, -0.05, 0.39], [0.60, 0.01, 0.04], [-0.17, -0.29, 0.25], [0.63, 0.01, 0.21], [0.29, -0.41, -0.22], [0.07, 0.29, -0.52], [-0.23, -0.66, -0.02], [0.02, 0.18, -0.58], [-0.31, 0.28, 0.13], [-0.47, 0.41, 0.36], [-0.09, 0.07, -0.68], [0.41, 0.44, 0.05]], "mulliken_spin": [-0.10, 2.39, -0.01, -0.15, -0.05, 0.03, -0.01, 0.03, -0.01, 0.00, 0.01, 0.00, 0.00, -0.11, 0.01, 0.00, -0.01, -0.01, 0.00, 0.00, 0.00, 0.00, 0.00, 0.00, 0.00, 0.00, 0.00]}



No. 2
{"formula": "C4H17N2O2", "method": "wB97M-V/def2-TZVPD", "e_lumo_ev": -2.67, "de_lowest_kcal_mol": 30.40, "total_energy_ha": -422.3443, "gap_ev": 10.56, "homo_ev": -13.23, "charge": 1, "symbols": ["C", "N", "C", "C", "N", "C", "H", "H", "H", "H", "H", "H", "H", "H", "H", "H", "H", "H", "H", "H", "H", "O", "H", "H", "O"], "xyz": [[-0.15188, -0.69322, -0.00564], [0.79145, 0.34982, 0.55002], [1.21205, -0.00711, 1.92377], [-1.53102, -0.48882, 0.57087], [-1.96202, 0.86219, 0.21015], [-2.39278, 0.97183, -1.19459], [-0.15908, -0.55310, -1.07275], [0.27188, -1.67432, 0.16794], [1.50789, 0.38653, -0.14752], [1.79017, -0.92419, 1.90238], [1.84594, 0.77574, 2.33852], [0.34402, 0.02343, 2.56987], [-2.27256, -1.22705, 0.24699], [-1.51742, -0.59793, 1.65435], [0.19742, 1.18984, 0.55901], [-2.76430, 1.06440, 0.79449], [-1.53092, 0.90731, -1.86420], [-3.11116, 0.24438, -1.47052], [-2.67458, 1.99108, -1.31327], [2.09270, 2.02018, -2.64637], [1.98694, 2.43225, -1.13308], [1.80009, 1.74766, -1.77882], [1.49214, -3.30445, 0.17692], [2.61927, -2.85157, -0.91151], [2.11576, -2.64485, -0.12702]], "forces_ev_per_angstrom": [[-0.33, -0.53, 0.10], [-1.69, -1.25, 0.41], [0.78, 1.01, 0.29], [-0.38, 0.30, -0.01], [-0.06, -0.33, 0.32], [1.87, 0.62, 0.60], [-0.01, 0.13, -0.42], [-0.04, 0.22, 0.19], [1.02, 0.60, -0.29], [-0.35, -0.22, 0.06], [0.20, 0.07, -0.30], [-0.17, -0.62, -0.06], [0.42, -0.32, -0.36], [0.08, 0.18, 0.12], [0.21, 0.27, -0.22], [0.07, 0.34, 0.01], [0.02, -0.35, 0.09], [-1.00, -0.56, -0.36], [-0.94, 0.63, -0.29], [0.22, 0.34, -0.14], [0.25, 0.45, -0.44], [-0.46, -0.76, 0.71], [0.42, -0.72, -0.63], [-0.21, -0.82, -0.15], [0.08, 1.31, 0.79]], "nbo_charge": [-0.23, -0.52, -0.43, -0.26, -0.65, -0.43, 0.23, 0.24, 0.46, 0.25, 0.23, 0.23, 0.21, 0.21, 0.46, 0.38, 0.19, 0.19, 0.22, 0.50, 0.48, -0.98, 0.49, 0.50, -0.98]}



No. 3
{"formula": "C4H17N2O2", "method": "wB97M-V/def2-TZVPD", "e_lumo_ev": -3.00, "de_lowest_kcal_mol": 72.32, "total_energy_ha": -422.2775, "gap_ev": 10.40, "homo_ev": -13.40, "charge": 1, "symbols": ["N", "C", "C", "C", "N", "C", "H", "H", "H", "H", "H", "H", "H", "H", "H", "H", "H", "H", "H", "H", "H", "O", "H", "H", "O"], "xyz": [[-2.00947, 0.79085, -0.46655], [-0.78230, 1.79967, -0.85527], [-0.87142, 2.03666, -2.27122], [0.40780, 1.10092, -0.50393], [0.28024, -0.34044, -0.69575], [1.28228, -0.84552, -1.61463], [-2.21392, 0.80780, 0.54139], [-2.85335, 1.15435, -0.91850], [-1.54124, -0.10442, -0.75235], [-0.76367, 2.66244, -0.15613], [-1.45042, 1.25150, -2.72581], [-0.00442, 2.12913, -2.92533], [-1.50405, 2.87932, -2.61323], [1.41159, 1.55688, -0.75761], [0.58620, 1.37155, 0.60792], [0.29807, -0.77530, 0.24868], [2.29735, -0.35358, -1.39910], [1.25448, -1.88945, -1.61555], [1.12323, -0.45680, -2.59275], [4.53715, -1.41515, 4.93362], [3.54623, -2.04954, 5.96544], [4.19307, -2.15633, 5.36532], [-2.00972, -2.28848, -0.31773], [-3.15118, -2.19087, 0.60443], [-2.65255, -1.59274, 0.06956]], "forces_ev_per_angstrom": [[1.66, 3.14, 0.22], [-2.02, 1.15, 1.66], [-2.13, 1.41, -3.70], [3.78, -0.95, 4.54], [0.04, 0.18, 0.97], [1.73, 2.19, 0.74], [0.35, -0.34, -0.39], [0.26, -0.76, -0.30], [-0.70, 0.14, -0.05], [-0.95, -0.10, -0.93], [0.01, -0.90, -0.35], [0.53, -0.11, 0.84], [0.28, 0.07, 0.74], [-1.31, -0.48, -1.11], [-0.55, -1.19, -0.96], [0.45, 0.10, -1.22], [-0.96, -1.39, 0.16], [0.44, -1.57, -0.09], [-0.73, 0.03, -0.95], [0.20, 1.93, -0.36], [-3.23, 1.39, 2.97], [3.03, -3.31, -2.61], [-1.27, 1.83, 0.57], [-1.06, -0.37, 0.88], [2.14, -2.11, -1.26]], "nbo_charge": [-0.73, -0.05, -0.68, -0.28, -0.67, -0.40, 0.44, 0.44, 0.49, 0.24, 0.23, 0.26, 0.25, 0.26, 0.21, 0.39, 0.18, 0.22, 0.20, 0.48, 0.47, -0.95, 0.49, 0.49, -0.97]}



No. 4
{"formula": "C4H17N2O2", "method": "wB97M-V/def2-TZVPD", "e_lumo_ev": -3.11, "de_lowest_kcal_mol": 32.91, "total_energy_ha": -422.3402, "gap_ev": 9.33, "homo_ev": -12.44, "charge": 1, "symbols": ["N", "C", "C", "C", "N", "C", "H", "H", "H", "H", "H", "H", "H", "H", "H", "H", "H", "H", "H", "H", "H", "O", "H", "H", "O"], "xyz": [[1.46024, -0.31385, -0.63920], [-0.02579, -0.63907, -0.48761], [-0.55513, -0.60081, -1.91206], [-0.71339, 0.45294, 0.37441], [-0.54416, 0.18771, 1.80116], [-0.79104, 1.42060, 2.56852], [1.78351, 0.66829, -0.62821], [2.13485, -0.80410, -0.04591], [1.74191, -0.58457, -1.57718], [-0.15135, -1.52403, 0.12058], [-0.27417, -1.49429, -2.47665], [-0.36209, 0.35048, -2.40208], [-1.64685, -0.59880, -1.90557], [-0.33791, 1.43275, 0.05715], [-1.76247, 0.26288, 0.12863], [0.41320, -0.12406, 1.95366], [-1.03717, 1.23993, 3.61409], [0.06491, 2.08140, 2.48668], [-1.66548, 1.91071, 2.13495], [-2.40582, -3.07488, 1.10724], [-1.56223, -4.08724, 0.37344], [-1.55610, -3.16703, 0.66125], [2.35623, 2.96427, -1.32074], [3.03122, 1.99203, -2.36125], [2.40507, 2.04874, -1.62531]], "forces_ev_per_angstrom": [[1.30, -0.59, 0.04], [-0.17, 2.02, 0.49], [-1.17, -0.67, 0.35], [0.36, -1.44, -0.24], [0.28, 0.27, -0.23], [-0.30, -0.29, -0.23], [-0.69, 0.33, 0.01], [-0.52, -0.21, 0.33], [-0.06, -0.25, -0.27], [0.16, -0.74, -0.60], [0.26, 0.37, -0.19], [0.68, -0.05, -0.15], [0.00, -0.34, 0.24], [-0.39, 0.24, -0.07], [-0.04, 0.82, 0.07], [-0.21, 0.05, 0.29], [0.24, -0.23, -0.05], [0.09, 0.46, 0.16], [0.09, 0.05, 0.03], [0.08, 0.16, 0.09], [0.11, 0.03, -0.03], [-0.17, -0.19, -0.08], [0.21, -0.09, -0.28], [-0.12, 0.35, 0.24], [-0.02, -0.09, 0.06]], "nbo_charge": [-0.71, -0.07, -0.66, -0.23, -0.61, -0.42, 0.47, 0.43, 0.43, 0.28, 0.24, 0.23, 0.25, 0.17, 0.22, 0.33, 0.22, 0.17, 0.20, 0.48, 0.48, -0.96, 0.51, 0.51, -0.98]}



No. 5
{"formula": "C4H17N2O5", "method": "wB97M-V/def2-TZVPD", "e_lumo_ev": [-7.50, -11.80], "spin_multiplicity": 2, "de_lowest_kcal_mol": 0.00, "total_energy_ha": -647.7008, "gap_ev": [10.32, 6.02], "homo_ev": [-17.82, -17.81], "charge": 2, "s2": 0.762, "symbols": ["C", "C", "C", "N", "C", "N", "H", "H", "H", "H", "H", "H", "H", "H", "H", "O", "H", "H", "O", "H", "H", "O", "H", "H", "O", "H", "H", "O"], "xyz": [[1.80573, -1.40157, -0.20329], [0.73455, -0.43306, -0.18245], [0.32579, 0.54491, -1.15278], [-0.71996, 1.19397, -0.64436], [-1.00910, 0.66074, 0.56287], [-0.14137, -0.30187, 0.83211], [2.55588, -1.15541, 0.56780], [2.29794, -1.47763, -1.16927], [1.43207, -2.38919, 0.08378], [0.76249, 0.78203, -2.11070], [-1.27300, 1.92626, -1.15300], [-1.82626, 0.95096, 1.20997], [-0.11741, -0.84969, 1.69375], [-1.50486, -2.56613, -0.56990], [-1.53302, -3.50310, 0.67731], [-1.16475, -2.67736, 0.34301], [2.22464, 2.77968, 1.29591], [3.19980, 2.82849, 2.48760], [2.70071, 2.22729, 1.92109], [-3.09304, 3.28200, -1.88122], [-1.75241, 3.92106, -2.30772], [-2.14397, 3.11753, -1.93736], [-1.72611, -2.80931, -2.94293], [-3.11214, -2.48253, -2.41853], [-2.17658, -2.33078, -2.23232], [1.83247, -0.37410, 3.74744], [1.94164, 0.67682, 2.60407], [1.48028, -0.14001, 2.87912]], "forces_ev_per_angstrom": [[0.49, -0.29, -0.17], [0.21, -0.55, 0.21], [0.02, 0.31, -0.11], [0.07, -0.25, -0.33], [-0.30, -0.04, 0.29], [-0.15, 0.24, 0.00], [-0.12, 0.11, 0.00], [-0.01, 0.17, -0.03], [-0.21, 0.01, 0.10], [0.00, -0.07, -0.07], [-0.35, 0.48, -0.03], [0.02, 0.08, -0.06], [0.17, 0.05, 0.07], [-0.18, -0.39, 0.24], [0.01, 0.01, -0.10], [0.09, 0.26, -0.11], [0.16, 0.29, 0.10], [0.02, 0.00, -0.03], [-0.18, -0.27, -0.10], [-0.02, -0.02, -0.05], [-0.10, -0.09, 0.02], [0.28, -0.09, 0.14], [-0.02, 0.05, 0.11], [-0.03, 0.06, 0.13], [0.12, -0.03, -0.29], [-0.04, 0.03, -0.12], [0.04, -0.02, 0.29], [0.01, -0.04, -0.11]], "mulliken_spin": [0.04, 0.28, 0.37, -0.02, 0.29, -0.04, 0.05, 0.00, 0.03, 0.01, 0.00, 0.00, 0.00, 0.00, 0.00, 0.00, 0.00, 0.00, 0.00, 0.00, 0.00, 0.00, 0.00, 0.00, 0.00, 0.00, 0.00, 0.00]}



No. 6
{"formula": "C4H17N2O6", "method": "wB97M-V/def2-TZVPD", "e_lumo_ev": [0.25, -3.39], "spin_multiplicity": 2, "de_lowest_kcal_mol": 0.00, "total_energy_ha": -723.5054, "gap_ev": [10.09, 6.45], "homo_ev": [-9.84, -9.84], "charge": 0, "s2": 0.754, "symbols": ["O", "C", "N", "C", "O", "C", "N", "C", "H", "H", "H", "H", "H", "H", "H", "H", "H", "H", "H", "O", "H", "H", "O", "H", "H", "O", "H", "H", "O"], "xyz": [[-1.23220, 1.00935, -1.03502], [-0.91307, 0.26260, -0.09317], [-0.83556, 0.71734, 1.15671], [-0.90582, 2.14667, 1.46888], [-0.14457, 2.46978, 2.52162], [-0.59513, -1.19762, -0.34049], [0.85011, -1.33278, -0.54633], [1.21437, -2.68872, -0.94338], [-0.47326, 0.10636, 1.88572], [-0.60162, 2.68582, 0.55036], [-1.95355, 2.41180, 1.66859], [-0.84445, -1.79448, 0.53521], [-1.20473, -1.53475, -1.18779], [1.14665, -0.66981, -1.26672], [0.86395, -2.97830, -1.93952], [2.30290, -2.78449, -0.91768], [0.82430, -3.39641, -0.21690], [1.31984, -1.28004, 1.71867], [1.59823, -0.18793, 2.76190], [1.17658, -1.06376, 2.66812], [-2.52345, 0.27266, -2.11971], [-4.01144, 0.54947, -2.30340], [-3.31754, -0.05513, -2.58106], [0.09826, 0.96494, -2.26741], [1.35773, 1.81637, -2.40308], [0.97877, 0.97761, -2.68553], [1.39778, 1.91259, 2.40426], [2.19689, 1.22488, 1.28220], [2.23003, 1.43597, 2.22497]], "forces_ev_per_angstrom": [[0.22, -0.03, 0.50], [-0.40, -0.02, -0.56], [0.27, 0.19, 0.34], [-0.10, -1.13, -0.10], [-0.60, 0.63, -0.22], [0.27, 0.00, 0.10], [-0.09, 0.30, -0.09], [0.43, 0.00, 0.06], [0.08, -0.13, 0.03], [-0.09, 0.27, 0.21], [-0.04, 0.36, 0.02], [-0.21, -0.06, 0.08], [0.03, 0.03, 0.00], [0.00, -0.21, 0.11], [-0.11, 0.06, 0.01], [-0.11, 0.03, -0.09], [-0.12, -0.09, 0.09], [0.02, 0.13, 0.62], [0.17, -0.27, -0.02], [-0.30, -0.08, -0.77], [-0.27, 0.00, -0.23], [-0.04, -0.02, -0.06], [0.18, 0.01, 0.17], [0.06, 0.15, -0.23], [0.03, -0.02, -0.13], [0.03, -0.06, 0.20], [0.39, -0.18, 0.12], [0.14, 0.03, 0.10], [0.18, 0.10, -0.27]], "mulliken_spin": [0.01, 0.01, 0.01, -0.01, 0.81, 0.00, 0.00, 0.00, 0.00, 0.09, 0.07, 0.00, 0.00, 0.00, 0.00, 0.00, 0.00, 0.00, 0.00, 0.00, 0.00, 0.00, 0.00, 0.00, 0.00, 0.00, -0.01, 0.00, 0.03]}